Entry from the Open Molecules 2025 dataset: 13 unconnected molecules or ions with the total composition C47H92O22S7 at a distorted geometry (ωB97M-V with the def2-TZVPD basis set).

XYZ file:
```
168
Properties=species:S:1:pos:R:3:forces:R:3
S 7.375 -8.766 -1.668 -2.3741 0.7909 1.3141
S 7.508 1.494 -5.339 0.0278 0.1936 -1.6141
S -0.705 -0.543 -12.400 -1.4560 -1.8694 -2.9548
S -1.043 -0.899 -0.662 -1.7003 0.9466 2.5174
S -1.193 8.680 -3.636 0.2143 3.0835 0.5340
S 7.423 0.485 8.749 1.3359 0.5880 -2.4940
S -7.867 3.885 -6.934 -1.9412 0.9180 2.5645
O -8.669 2.936 -7.672 0.6622 0.1630 -0.4224
O 7.908 -7.876 -2.669 0.4580 -0.1401 0.2068
O -5.876 4.529 3.956 0.1569 -0.3514 1.6706
O -9.588 -7.346 -3.391 -1.0490 -1.0579 -0.4286
O -1.717 10.031 -4.028 0.6483 -3.0004 0.3298
O 7.048 1.710 9.391 -0.1966 0.0003 0.8859
O -1.086 -6.975 -4.623 -0.5245 -1.2725 -3.1478
O 0.504 -0.243 -13.180 -1.4258 -0.1870 0.6149
O -6.638 4.495 -7.347 0.4478 -0.5245 -0.8654
O -2.006 -0.896 -13.088 2.9845 1.4558 1.5867
O 6.746 -10.006 -2.082 0.6048 0.3389 0.3002
O -2.404 -1.077 -1.186 1.9462 0.1180 0.7565
O -2.025 7.796 -2.822 0.7385 0.2313 -1.3816
O 8.736 2.222 -5.663 -1.1473 -0.1167 0.5729
O 2.551 7.979 3.945 -2.3291 0.6042 -1.0996
O -0.433 1.403 10.078 0.0128 1.7242 3.4221
O 8.698 -0.141 9.064 -1.0834 0.1576 -0.1748
O -1.140 1.079 12.208 -1.4483 -0.2445 -1.7110
O -7.363 -4.283 8.404 1.1022 -3.3794 -4.4731
O 0.211 2.681 11.909 2.9709 1.2523 -2.8537
O 6.301 1.725 -6.158 1.4261 -0.1805 1.3846
O 0.108 -0.991 -1.491 0.8047 -0.2116 -1.1061
C -8.254 -5.407 -3.732 -0.7182 -0.8564 -0.3532
C -7.167 -5.155 7.453 -0.4495 3.5570 5.1113
C 3.485 6.943 5.849 0.5769 0.4859 0.9172
C 6.900 -7.218 0.586 -0.1967 -0.9781 -1.7092
C -3.877 5.350 4.626 2.9446 0.3888 -0.0324
C 6.094 -0.694 8.726 -0.9428 0.8027 -0.2862
C -1.135 1.784 13.409 -0.6893 -0.3173 1.7593
C -0.060 2.868 13.252 -2.3915 0.1174 0.3686
C -9.828 4.696 -5.273 -0.0474 0.9841 -0.3527
C -0.673 -1.915 0.882 -1.2575 -0.7301 -0.2596
C 0.057 0.419 1.482 -0.6731 -0.8261 -1.5066
C -0.251 -8.105 -6.592 1.2811 -1.5882 1.2511
C -1.238 -7.325 -5.814 -0.5640 2.5685 1.6697
C -0.581 -0.890 2.007 0.9819 0.2928 0.1369
C 7.732 -0.822 -4.021 -1.3932 -1.0134 -0.0902
C 7.272 0.872 6.919 -0.1892 0.3152 0.3211
C 6.001 -1.312 7.324 0.1256 -0.3737 0.4303
C 7.967 -0.273 -5.425 1.4344 1.9355 0.9518
C -7.833 -6.482 7.555 0.3868 1.1385 0.4622
C -0.851 0.779 0.295 -0.8763 -0.7045 -0.4859
C 8.552 -9.010 -0.280 -0.3580 1.2957 -0.0279
C -7.717 3.239 -5.221 -0.6287 -0.0488 -0.4395
C 7.862 -8.375 1.014 -0.5030 -0.4997 -1.0993
C 4.841 8.267 4.136 -0.5823 0.1338 0.8073
C 7.111 1.587 -3.530 0.9576 -0.0183 -2.2565
C -1.012 -0.137 -9.831 -1.9575 0.4588 -1.1452
C 6.387 -0.194 6.287 1.2883 -1.8003 0.0668
C 3.508 7.829 4.621 0.8748 -1.4648 1.3212
C 1.330 7.868 -3.065 -0.9515 0.1227 -0.6878
C -0.859 0.718 14.388 0.6246 -0.2336 1.8429
C -9.011 3.719 -4.479 0.6531 -1.7446 0.6621
C -0.876 0.714 -11.163 0.4743 -0.5576 1.3460
C -5.137 4.744 4.919 -2.8139 -0.4616 -1.4028
C -0.482 1.748 11.264 0.5081 -2.1987 -2.1688
C 6.090 -7.766 -0.601 1.8139 -1.2930 -0.9531
C 0.347 9.022 -2.715 0.3921 -0.5323 -0.9450
C -8.955 5.274 -6.336 1.4600 -0.3923 -1.1841
C -8.499 -6.879 -3.316 1.5278 1.6490 1.2140
C -0.334 -1.950 -11.316 -0.9051 -0.1472 -1.9637
C -0.280 7.869 -5.107 -1.3172 -0.4729 2.3383
C -5.553 4.476 6.364 0.4527 -0.4186 -0.2929
C 1.026 7.288 -4.511 -0.0360 0.6221 -1.2086
C -7.356 -7.526 -2.516 0.8961 0.7778 0.1934
C -2.371 -6.807 -6.722 -0.0927 -1.3956 0.5317
C -0.108 -1.313 -10.023 2.0288 0.2434 1.7495
C 7.704 0.310 -2.957 -0.4547 0.3026 0.5087
C -6.327 -4.936 6.250 0.4482 -0.0704 -0.0843
H -7.166 -7.301 7.286 -0.4632 -0.0034 -0.3412
H -1.016 1.102 15.396 -0.1699 -0.0890 0.1959
H -1.579 -0.652 2.374 -0.0145 -0.1287 0.0983
H 0.154 -7.581 -7.457 -0.1177 0.0230 0.1634
H -8.152 5.911 -5.963 -0.3100 0.4230 0.1063
H 0.044 -1.220 2.836 -0.2439 -0.3787 0.0539
H 0.691 9.975 -3.117 0.0007 -0.0555 -0.1989
H 5.247 7.384 3.643 0.3260 0.3306 -0.3174
H -5.906 -5.915 6.021 0.4775 0.1325 -0.0748
H 8.669 0.452 -2.471 0.2657 0.2649 -0.5853
H 6.211 -1.238 9.663 -0.3380 -0.5219 -0.3957
H -0.567 1.494 -0.478 0.6379 -0.1680 0.1447
H 6.103 -6.915 1.266 0.7254 0.1232 0.7132
H 1.074 6.205 -4.625 -0.7506 -0.2325 1.1028
H -0.984 7.068 -5.329 0.0394 0.2061 -0.6841
H -1.640 1.407 -11.516 -0.1012 -0.1079 0.5318
H -3.640 5.412 3.564 -0.6615 0.4572 0.0038
H 3.897 6.002 5.483 -0.5547 -0.4436 0.1896
H 7.060 0.164 -2.089 -0.1249 -1.0443 -0.0834
H 5.397 -8.556 -0.312 -0.2798 0.3007 -0.0862
H 7.592 -0.586 -6.399 -0.3496 -0.7598 0.6211
H 7.623 2.497 -3.218 -0.5435 0.0435 0.2301
H -6.239 3.629 6.363 -0.2828 0.3694 0.1141
H 1.108 7.038 -2.395 0.5296 0.1637 0.2640
H -3.235 -7.454 -6.568 -0.3927 0.1535 0.6813
H -0.183 -2.039 -9.213 0.0652 0.1496 0.1446
H -9.443 5.714 -7.206 -0.0008 0.0595 0.1482
H -0.168 8.648 -5.861 -0.1324 -0.2190 0.1351
H -3.077 4.693 4.967 0.1844 0.0070 0.6036
H 8.231 0.949 6.406 0.2022 -0.3208 0.4863
H -3.766 6.297 5.154 0.1570 0.1037 -0.0970
H -8.733 4.065 -3.484 0.1047 0.4372 -0.1887
H -1.559 -0.096 14.203 0.2870 -0.1134 0.1651
H -6.791 3.632 -4.800 -0.1532 0.0389 -0.0113
H 6.023 1.603 -3.604 0.0695 0.2092 0.6691
H 4.542 9.095 3.493 1.0743 0.0201 -0.2227
H 7.418 -6.369 0.141 0.2786 0.2317 0.6805
H -2.155 -7.152 -7.732 0.3174 0.9820 -0.2887
H -8.571 -6.158 6.821 -0.8809 -1.4396 -0.2480
H 1.011 0.172 1.015 0.4289 0.1926 0.5387
H -1.203 -2.608 -11.309 -0.0981 0.1484 -0.1503
H 0.109 1.177 -11.108 -0.1178 0.2899 -0.3205
H 5.028 -1.708 7.033 -0.4193 0.4399 0.6400
H 2.322 8.303 -2.944 0.1497 -0.6713 -0.0537
H -5.560 -4.191 6.462 -0.0803 -0.0612 -0.2030
H -6.864 -8.395 -2.954 -0.5981 -0.2583 0.0817
H -2.662 -5.767 -6.571 0.2202 -0.1650 -0.1704
H -7.776 -4.884 -2.904 0.1037 0.1084 -0.2583
H -7.603 -7.641 -1.460 -0.8078 -0.8282 -0.1836
H -6.877 -4.685 5.343 -0.2750 0.3162 0.1995
H 0.228 9.175 -1.642 -0.4750 -0.3484 -0.1205
H -0.401 3.903 13.244 -0.3229 -0.0724 0.8704
H -10.671 4.235 -5.788 -0.1651 -0.0528 0.4398
H -1.825 1.130 0.634 -0.2278 -0.4020 0.0256
H -10.132 5.469 -4.568 -0.5372 0.1069 -0.3707
H -0.591 -9.100 -6.878 -0.7148 0.1898 -0.5221
H 8.504 -1.552 -3.776 -0.0658 0.0591 0.0109
H 5.695 -6.980 -1.245 -0.2151 -0.3331 0.0258
H -8.225 -6.570 8.569 -0.2682 -0.1899 -0.3474
H 0.063 -2.707 0.747 1.3373 1.1348 -0.3832
H 9.397 -8.428 -0.647 0.2014 -0.0028 0.3432
H 0.134 1.152 2.284 0.0212 0.1423 -0.3566
H 6.851 1.874 6.839 -0.1769 -0.0832 0.4100
H 9.054 -0.195 -5.438 0.0474 0.1255 -0.8206
H -5.952 5.372 6.840 -0.4351 -0.0022 -0.3062
H 0.476 -2.449 -11.848 0.2073 -0.0057 0.4961
H 0.896 -0.888 -10.024 0.4241 -0.3008 0.2415
H 0.185 0.403 14.374 -0.0407 -0.3594 -0.3081
H -2.023 -0.545 -9.805 -0.3527 0.2472 0.1484
H -9.235 -4.993 -3.965 0.0154 0.1356 0.2599
H 4.186 7.229 6.633 0.4383 0.3793 -0.2567
H 6.570 -2.242 7.309 0.8013 0.3770 -0.4412
H 6.791 -1.370 -4.058 -0.1579 -0.0044 0.4972
H 5.535 0.140 5.695 0.0664 0.2369 0.3792
H -4.719 4.212 7.014 0.3029 -0.0971 -0.2608
H -2.133 2.108 13.705 -0.1769 0.6743 -0.7823
H -0.861 0.398 -8.893 0.2284 0.1841 -0.3216
H 5.236 -0.021 8.739 -0.1747 0.0268 0.7634
H 8.561 -8.104 1.805 0.1229 0.0064 -0.2859
H 1.706 7.434 -5.350 0.9462 1.0979 0.5776
H 0.512 -8.416 -5.878 0.5859 0.4998 -0.1613
H 7.232 -9.185 1.383 -0.0426 0.0379 0.3528
H -7.664 2.153 -5.296 0.0804 0.0865 0.0038
H 5.412 8.492 5.037 0.5211 0.4254 -0.5074
H 2.557 6.909 6.419 -0.3436 -0.4753 -0.8306
H -9.695 2.900 -4.256 0.3906 -0.4535 -0.0851
H -7.700 -5.325 -4.667 0.4839 -0.0693 0.2281
H -6.537 -6.828 -2.342 0.1537 0.4026 -0.7554
H -1.431 -2.670 1.090 -1.1750 0.7342 -0.1769
H 8.830 -10.063 -0.232 -0.2368 0.1222 0.2226
H 7.060 -0.745 5.630 -0.3078 0.1605 -0.5853
H 0.686 2.734 14.035 0.8448 -0.1410 -0.8146
```
Forces are in eV/Å.

Its net charge is 0. The value obtained for the LUMO energy is -0.08 eV. Its HOMO energy is -9.64 eV.

***

Entry from the Open Molecules 2025 dataset: a molecular structure, C5H7N3 at a distorted geometry (ωB97M-V with the def2-TZVPD basis set).

XYZ file:
```
15
Properties=species:S:1:pos:R:3:forces:R:3
N 0.249 1.435 -1.235 -0.3558 2.8624 -0.9602
N -0.169 2.624 -0.707 0.8070 0.0332 3.8763
N 0.434 -0.797 1.623 -0.9123 2.7136 1.9844
C -0.858 -1.196 1.344 -1.9225 -1.3175 -3.1849
C -0.375 0.206 0.836 0.0887 -2.3500 1.1697
C 1.259 -1.472 -2.242 -4.8218 -1.0545 2.3863
C 0.533 -0.682 -1.526 2.8246 -3.7617 -1.4199
C 0.000 0.360 -0.645 0.5911 -1.3764 0.6562
H -0.624 2.324 0.465 2.1849 2.1737 -4.1932
H -0.755 1.017 1.564 0.8532 -1.0799 -1.7771
H 0.729 3.301 -0.767 -2.8832 -1.8408 0.7050
H 1.263 -1.239 1.333 0.6074 -0.5925 -1.1141
H 0.979 -2.664 -2.570 1.3851 3.9791 0.6507
H -0.903 -2.005 0.460 -0.4678 1.7670 1.9943
H -1.763 -1.212 2.066 2.0212 -0.1556 -0.7735
```
Forces are in eV/Å.

Its net charge is 0. The energy above the lowest of the compared OMol25 structures with the same formula, charge and spin is 201.8 kcal per mole. The value obtained for the LUMO energy is 0.34 eV. Its HOMO energy is -8.74 eV.

***

Entry from the Open Molecules 2025 dataset: 4 unconnected molecules or ions with the total composition C48H35FNO7 at a distorted geometry (ωB97M-V with the def2-TZVPD basis set).

XYZ file:
```
92
Properties=species:S:1:pos:R:3:forces:R:3
F 0.222 3.539 2.535 0.3073 0.0280 0.4370
O 3.336 -3.291 1.402 -0.0470 0.0502 0.0130
O 6.693 1.503 1.151 0.0362 0.0052 -0.0567
O -0.854 -0.932 -2.436 -0.0065 0.0522 0.1455
O 2.650 3.064 -2.025 -0.0448 -0.0488 -0.0467
O -5.930 -2.059 -3.780 0.0570 -0.0062 0.0937
O -1.165 5.254 2.630 -0.2523 1.0407 0.4363
O -1.369 -1.476 3.261 -0.3161 0.3496 -0.0826
N -2.268 1.179 2.015 -3.6272 3.1466 1.0321
C -2.964 -1.731 -1.745 0.1460 -0.0663 0.1638
C 3.755 3.283 0.045 -0.0124 -0.0981 -0.0340
C -0.861 4.245 2.138 0.0689 -1.4864 -0.7115
C -1.987 -1.227 -2.757 -0.0952 0.0146 -0.2731
C 0.464 0.591 0.152 -0.0142 0.1215 0.0062
C -1.983 -0.557 -6.453 0.0236 0.0064 0.0153
C 2.821 4.197 0.503 -0.2414 -0.0228 0.0611
C -2.534 -1.916 -0.437 -0.0331 -0.8724 -0.7068
C 5.082 -0.108 -3.297 -0.0238 0.0109 -0.0245
C -2.719 2.620 1.632 -0.3572 -0.1177 0.7692
C -4.357 0.961 1.044 0.0782 0.0804 0.1430
C 1.653 -1.646 1.276 -0.0144 0.0015 0.0409
C -3.422 -2.356 0.531 -0.3499 -1.1106 -0.5629
C -0.274 -3.746 4.499 -0.0188 -0.0297 0.0042
C -4.188 -1.298 -5.837 -0.0003 0.0104 -0.0083
C 2.301 -0.960 0.250 -0.1502 0.0418 0.0657
C 1.509 -5.359 4.551 -0.0049 0.0003 0.0007
C 3.965 4.327 2.616 -0.0216 -0.1837 -0.0991
C -4.747 -2.616 0.195 0.1031 -0.0359 0.1140
C 0.306 -4.876 5.052 -0.0311 0.0049 0.0177
C -0.293 -1.887 2.861 0.5423 -0.3521 -0.0664
C 6.135 -0.499 -2.478 0.0167 -0.0117 0.0131
C 4.796 2.882 0.881 0.1884 0.0226 -0.0436
C 4.916 3.429 2.155 -0.1124 -0.0942 0.0510
C 0.423 -1.191 1.754 0.1624 -0.2084 0.0829
C -3.290 -0.878 -6.804 -0.0150 -0.0069 0.0048
C 5.526 1.189 -0.882 0.0425 0.0099 0.0513
C 2.287 -2.878 1.839 -0.0226 -0.0727 0.0498
C 4.471 1.588 -1.708 0.1474 0.0740 -0.0604
C -2.464 -1.096 -4.162 0.0625 -0.0289 0.1181
C 6.359 0.149 -1.275 -0.0144 -0.0234 -0.0142
C -1.557 3.432 1.070 -0.0194 0.0862 -0.5480
C -3.780 -1.406 -4.513 -0.0871 -0.0332 0.0611
C -3.957 2.406 0.733 -0.0401 0.1530 0.0929
C -2.988 0.312 1.016 -0.0583 0.9573 0.4269
C -5.178 -2.447 -1.112 0.0327 0.0713 -0.0999
C 1.703 0.156 -0.305 -0.0146 0.1011 -0.1056
C -4.775 -1.845 -3.490 0.0347 0.0584 -0.1971
C 1.570 -3.570 2.949 0.0811 0.0112 -0.0437
C 2.909 4.694 1.788 -0.0707 0.2975 0.1177
C -0.169 -0.072 1.183 1.2093 -0.8105 -0.3312
C 5.774 1.840 0.441 -0.1719 0.0324 0.0664
C -1.570 -0.665 -5.136 0.0235 -0.0019 -0.0236
C 2.141 -4.708 3.504 -0.0057 0.0198 -0.0153
C 3.559 2.696 -1.308 0.1396 -0.0657 0.0867
C 0.352 -3.092 3.443 -0.1258 0.1613 -0.0132
C -4.288 -2.007 -2.086 -0.1775 -0.0245 0.0814
C 4.257 0.938 -2.918 0.0005 -0.0112 -0.0249
H -3.062 3.065 2.571 0.0963 0.0119 -0.0996
H -1.140 0.237 1.557 3.2719 -4.9573 -2.5898
H -2.509 0.591 0.068 -0.0359 -0.4674 -0.0050
H 5.732 3.101 2.784 0.0199 0.0242 -0.0224
H -5.210 -1.548 -6.088 0.0060 0.0090 0.0036
H -4.754 0.956 2.069 -0.1246 -0.3518 -0.2247
H 4.020 4.703 3.629 0.0489 0.0754 -0.0395
H 0.007 1.459 -0.311 0.1352 -0.1689 -0.1685
H 1.957 -6.244 4.982 -0.0042 0.0088 0.0009
H -1.501 -1.706 -0.199 0.0428 -0.0225 -0.0640
H -3.078 -2.489 1.550 -0.0514 -0.2219 0.0649
H -0.819 2.759 0.616 -0.2583 0.3914 0.0222
H -2.872 -0.758 1.192 -0.0323 1.5142 0.7438
H -5.073 0.481 0.377 0.1012 0.2213 -0.0424
H -1.255 1.032 1.976 -0.3346 3.1665 1.7277
H -1.285 -0.227 -7.212 -0.0078 -0.0042 0.0068
H -2.579 0.974 2.966 0.0489 -0.2125 -0.0824
H 6.782 -1.313 -2.780 -0.0061 0.0027 -0.0005
H -3.712 2.537 -0.326 -0.0517 -0.0122 0.1514
H -0.557 -0.426 -4.842 -0.0050 -0.0068 -0.0107
H 3.079 -5.066 3.103 -0.0016 0.0119 0.0065
H -4.725 3.127 1.023 0.0876 -0.0406 -0.2410
H 3.439 1.262 -3.548 0.0050 0.0118 0.0059
H 4.909 -0.618 -4.236 0.0109 0.0075 -0.0007
H 2.180 0.701 -1.106 -0.0566 -0.1729 -0.0217
H 2.141 5.370 2.148 0.1506 0.0033 0.0271
H -1.920 4.111 0.291 -0.0327 -0.0672 0.2086
H 7.171 -0.141 -0.621 -0.0052 0.0103 0.0021
H -1.211 -3.357 4.872 0.0047 -0.0155 0.0090
H -0.180 -5.383 5.875 0.0034 0.0019 -0.0115
H -5.442 -2.957 0.952 0.0163 -0.0245 -0.0063
H -3.606 -0.801 -7.836 0.0029 0.0062 0.0092
H -6.201 -2.650 -1.400 0.0088 -0.0094 -0.0042
H 2.000 4.460 -0.152 0.0542 0.0986 -0.0216
H 3.262 -1.316 -0.098 -0.0134 -0.0187 -0.0027
```
Forces are in eV/Å.

Its net charge is +1. The value obtained for the LUMO energy is -3.71 eV. Its HOMO energy is -11.68 eV.

***

Entry from the Open Molecules 2025 dataset: 2 unconnected molecules or ions with the total composition C3H7N2O at a distorted geometry (ωB97M-V with the def2-TZVPD basis set).

XYZ file:
```
13
Properties=species:S:1:pos:R:3:forces:R:3
O -0.802 -0.914 -0.363 2.0272 1.5152 -0.8901
N 0.054 -1.847 0.204 -2.2651 -0.0441 -0.6353
N 0.969 0.107 0.609 -4.9160 2.8916 -4.0078
C -0.100 0.340 -0.322 0.1721 -2.5928 2.5813
C -1.128 1.405 -0.345 1.1920 1.8688 3.7201
C 1.075 -1.194 0.785 4.8263 -2.8401 2.9626
H -0.650 2.453 -0.148 -0.8931 -1.9460 0.1284
H -1.656 1.558 -1.221 -0.8669 -0.3816 -1.9955
H 1.911 -1.692 1.413 -1.8956 0.9374 -1.3631
H -1.854 1.037 0.491 1.0660 1.2850 -1.3510
H 1.339 0.968 0.956 1.1044 -0.2173 0.7818
H 0.903 0.501 -1.762 -0.3005 -0.3089 -0.1708
H -0.063 -2.721 -0.296 0.7493 -0.1672 0.2395
```
Forces are in eV/Å.

Its net charge is +1. Its spin multiplicity is 3. Its expectation value of S² is 2.013. The energy above the lowest of the compared OMol25 structures with the same formula, charge and spin is 65.9 kcal per mole. The value obtained for the LUMO energy (spin up / spin down) is -4.38 / -7.29 eV. Its HOMO energy (spin up / spin down) is -10.75 / -15.89 eV.

***

What did we get for M? Answer: 1233.700 109.132 756.806 87.102 g mol⁻¹, in the order shown.